{
  "formula": "C37H97BF3IO19PS13",
  "method": "ωB97M-V/def2-TZVPD",
  "species": ["C", "C", "C", "O", "O", "C", "C", "C", "C", "C", "C", "P", "C", "O", "I", "B", "O", "O", "C", "C", "S", "O", "O", "C", "F", "F", "F", "H", "H", "H", "H", "H", "H", "H", "H", "H", "H", "H", "H", "H", "H", "H", "H", "H", "H", "H", "H", "H", "H", "H", "H", "H", "C", "S", "O", "C", "H", "H", "H", "H", "H", "H", "C", "S", "O", "C", "H", "H", "H", "H", "H", "H", "C", "S", "O", "C", "H", "H", "H", "H", "H", "H", "C", "S", "O", "C", "H", "H", "H", "H", "H", "H", "C", "S", "O", "C", "H", "H", "H", "H", "H", "H", "C", "S", "O", "C", "H", "H", "H", "H", "H", "H", "C", "S", "O", "C", "H", "H", "H", "H", "H", "H", "C", "S", "O", "C", "H", "H", "H", "H", "H", "H", "C", "S", "O", "C", "H", "H", "H", "H", "H", "H", "C", "S", "O", "C", "H", "H", "H", "H", "H", "H", "C", "S", "O", "C", "H", "H", "H", "H", "H", "H", "C", "S", "O", "C", "H", "H", "H", "H", "H", "H"],
  "positions_angstrom": [[5.240901, 5.588021, 3.779384], [6.637615, 5.367193, 3.714464], [7.336537, 5.408477, 2.273216], [7.165205, 6.397249, 1.521902], [8.143167, 4.286614, 1.938344], [7.338039, 3.099383, 1.701309], [6.734824, 3.103774, 0.189277], [5.178550, 3.559881, 0.369810], [4.635672, 4.387312, -0.885660], [3.011023, 4.143895, -1.044516], [2.350780, 5.390087, -0.318975], [0.476375, 5.391228, 0.030452], [0.739891, 7.060868, 0.974251], [0.293431, 6.378055, -1.441383], [0.017491, 3.402318, -1.459026], [-1.481383, 5.521677, 0.191176], [-2.184793, 6.667184, 0.719949], [-2.360759, 4.458520, -0.303088], [-3.238724, 3.966618, 0.731733], [-4.763797, 3.777506, 0.199716], [0.680970, 4.170547, 1.820092], [-0.263245, 2.974743, 1.681753], [2.061823, 3.536134, 2.000716], [0.276327, 4.970500, 3.447227], [0.292421, 3.931449, 4.436740], [-0.989508, 5.580375, 3.553269], [1.334013, 5.848992, 3.853135], [4.685647, 6.290438, 3.065228], [4.625125, 5.033355, 4.568042], [7.302307, 5.119915, 4.612036], [6.447340, 3.001445, 2.419879], [7.954648, 2.135468, 1.780819], [7.308249, 3.786184, -0.516575], [6.699320, 2.011889, -0.134875], [4.603127, 2.596316, 0.600465], [5.051458, 4.244986, 1.291160], [4.800735, 5.505265, -0.665793], [5.173990, 4.178944, -1.871142], [2.880176, 4.082956, -2.173376], [2.875687, 3.133586, -0.512715], [2.556262, 6.310267, -0.986914], [2.998622, 5.575278, 0.620497], [1.802515, 7.225234, 1.349050], [0.040794, 7.235144, 1.853265], [0.536523, 7.925048, 0.238827], [-0.659243, 6.407504, -1.672466], [-2.487088, 6.538063, 1.639551], [-2.881410, 2.892317, 0.964629], [-3.192505, 4.525344, 1.724008], [-5.153880, 2.815039, 0.702966], [-5.425409, 4.674029, 0.426675], [-4.731368, 3.559442, -0.920209], [-2.116096, -0.442102, -0.561068], [-0.697189, -0.896353, -1.579211], [-0.264561, 0.330308, -2.312444], [-1.619596, -1.926260, -2.739396], [-1.776970, 0.240065, 0.220467], [-2.871323, 0.054594, -1.171609], [-2.536025, -1.339055, -0.100469], [-2.406026, -1.337440, -3.216258], [-2.054483, -2.774585, -2.207728], [-0.929974, -2.293173, -3.500695], [-7.595865, 0.708938, -1.288837], [-6.244110, -0.286501, -1.950812], [-4.966642, 0.306483, -1.450793], [-6.448794, 0.236721, -3.667228], [-7.633689, 0.568546, -0.209482], [-7.424234, 1.764223, -1.511355], [-8.538911, 0.381082, -1.727379], [-6.350048, 1.321207, -3.740394], [-7.429656, -0.077373, -4.028813], [-5.672845, -0.239143, -4.268121], [-7.381029, 7.938284, 1.840777], [-6.699530, 6.362794, 2.401155], [-7.288924, 5.291762, 1.544259], [-7.574904, 6.332376, 3.980441], [-6.996153, 8.145641, 0.841881], [-8.470766, 7.881411, 1.805303], [-7.068030, 8.732929, 2.520477], [-8.652250, 6.376135, 3.810547], [-7.255389, 7.179347, 4.590248], [-7.326457, 5.403327, 4.494365], [-3.039107, -6.627224, -3.902518], [-2.509368, -6.298553, -2.210040], [-2.170773, -4.845246, -2.122207], [-0.955032, -7.208339, -2.324087], [-3.986710, -6.114039, -4.073894], [-2.292048, -6.254827, -4.605103], [-3.180653, -7.700509, -4.039600], [-0.343860, -6.797061, -3.127442], [-1.161964, -8.263241, -2.511757], [-0.424579, -7.107817, -1.376149], [2.548408, -0.427794, 2.565255], [3.997434, -0.867097, 1.581223], [4.455304, 0.373701, 0.883592], [3.104468, -1.867824, 0.370601], [2.865096, 0.236676, 3.369569], [1.813852, 0.084498, 1.940097], [2.112310, -1.332148, 2.994094], [2.335262, -1.265709, -0.117277], [2.650051, -2.724644, 0.870937], [3.816111, -2.221360, -0.376813], [-11.527062, 2.718194, -0.348874], [-11.105336, 1.435945, 0.850054], [-9.979177, 0.640316, 0.275834], [-12.616000, 0.470651, 0.631624], [-10.696552, 3.422599, -0.408238], [-11.693852, 2.270267, -1.330382], [-12.424322, 3.244714, -0.018534], [-12.714593, 0.163238, -0.410948], [-13.477684, 1.070339, 0.930256], [-12.554609, -0.414158, 1.265961], [1.270623, -7.743884, -7.461168], [0.887261, -7.559220, -5.706553], [-0.596853, -7.429986, -5.584430], [1.590536, -5.905806, -5.533025], [0.882955, -8.704882, -7.801111], [0.800231, -6.940558, -8.031311], [2.352704, -7.720924, -7.601739], [1.099382, -5.217801, -6.223826], [2.662334, -5.943251, -5.736337], [1.428895, -5.567352, -4.508958], [3.747787, -5.199233, 2.219625], [4.820728, -4.543481, 3.515814], [4.956470, -3.072793, 3.284537], [6.332313, -5.327408, 2.918432], [2.742063, -4.804947, 2.370320], [4.115576, -4.889872, 1.239488], [3.722162, -6.288543, 2.284658], [6.537470, -5.009909, 1.894841], [6.221143, -6.410200, 2.959890], [7.157438, -5.023481, 3.564104], [-7.841030, -3.553142, 2.335312], [-7.348563, -2.802504, 0.767925], [-7.288034, -3.894224, -0.250862], [-5.653184, -2.427865, 1.262454], [-8.870747, -3.900587, 2.244371], [-7.191195, -4.400251, 2.563219], [-7.780234, -2.808140, 3.130707], [-5.139617, -3.344930, 1.556896], [-5.664185, -1.719296, 2.092627], [-5.136600, -1.979738, 0.412216], [7.897304, -10.103593, 3.325490], [8.041057, -8.356694, 2.892033], [7.085666, -8.094110, 1.773795], [9.693151, -8.477082, 2.174450], [6.912396, -10.271921, 3.762065], [8.007696, -10.719587, 2.431169], [8.665295, -10.361664, 4.056832], [9.690910, -9.194721, 1.352304], [10.402288, -8.788007, 2.943564], [9.977651, -7.494417, 1.797035], [-4.016126, -3.761688, -6.521998], [-2.656084, -4.750807, -7.179446], [-1.383204, -4.153471, -6.675367], [-2.856519, -4.226592, -8.896224], [-4.056579, -3.903919, -5.441374], [-3.849500, -2.705633, -6.742650], [-4.956268, -4.094802, -6.965755], [-2.762191, -3.141646, -8.968262], [-3.834507, -4.544408, -9.262115], [-2.076375, -4.698630, -9.494361], [9.905809, 3.183338, 4.663601], [11.535818, 2.887804, 3.945280], [12.043392, 1.596383, 4.500893], [12.372799, 4.222974, 4.827658], [9.215719, 2.431546, 4.279614], [9.958312, 3.104971, 5.751454], [9.554593, 4.175126, 4.374762], [12.270665, 4.079489, 5.904854], [11.940643, 5.180883, 4.532943], [13.429349, 4.205298, 4.558277]],
  "forces_ev_per_angstrom": [[2.2, -0.4, 0.3], [-1.6, 0.1, -1.0], [-0.9, 3.1, -0.6], [1.1, -3.9, 2.3], [-1.6, 1.3, 0.8], [-0.9, -1.8, -1.6], [-1.4, 0.1, 1.9], [0.7, 0.3, -0.5], [-0.8, 0.2, 0.5], [2.7, 0.2, 0.2], [1.9, -0.5, -0.5], [0.6, 4.9, -3.0], [0.2, 1.7, 1.1], [-1.0, -0.1, 0.0], [0.3, -1.6, -0.8], [-3.2, -1.2, 0.4], [0.9, -1.1, 0.2], [0.7, 2.1, 2.3], [-1.2, -2.0, -0.3], [0.9, -0.2, 0.3], [1.9, -8.0, 0.1], [0.7, 3.6, 1.2], [-2.5, 2.8, 0.3], [0.5, -0.2, 3.6], [-0.2, 2.4, -2.1], [2.8, -0.9, -0.3], [-2.9, -1.5, -0.9], [0.9, -1.8, 0.5], [1.0, 1.6, -0.7], [-1.4, -0.5, -1.5], [1.5, 0.3, -0.9], [-0.3, 1.8, 0.3], [-0.6, -1.0, 1.0], [0.3, 1.5, 0.1], [0.6, 1.5, -0.5], [0.3, -1.1, -1.3], [0.0, -1.6, -0.4], [-0.6, -0.1, 1.4], [-0.6, 0.0, 1.7], [-0.4, 1.7, -1.1], [-0.7, -1.4, 1.0], [-1.4, -0.5, -1.2], [-1.3, -0.3, -0.3], [0.8, -0.2, -0.9], [0.2, -1.5, 1.1], [0.8, -0.1, -0.2], [0.3, 0.1, -0.7], [-0.3, 1.7, -0.3], [-0.1, -0.4, -1.3], [0.3, 1.7, -0.7], [0.8, -1.4, -0.4], [0.0, 0.4, 1.5], [0.0, 0.2, 0.0], [-0.1, 0.3, -0.2], [-0.1, -0.6, 0.0], [-0.1, 0.0, 0.1], [0.1, 0.0, -0.1], [0.2, -0.1, 0.0], [0.1, -0.1, -0.1], [0.1, 0.2, 0.1], [0.1, 0.1, -0.1], [0.0, 0.0, 0.1], [0.2, 0.0, -0.1], [0.0, 0.2, 0.1], [-0.5, -0.1, -0.2], [0.0, 0.1, -0.1], [0.0, -0.1, -0.2], [0.1, -0.1, 0.0], [0.1, -0.1, 0.1], [0.0, 0.0, 0.1], [0.0, 0.0, 0.1], [0.0, 0.0, 0.1], [-0.1, 0.1, 0.0], [-0.1, -0.2, -0.2], [-0.2, 0.5, 0.4], [-0.1, 0.0, 0.1], [0.1, -0.1, 0.1], [0.0, -0.1, 0.0], [0.0, -0.1, 0.0], [0.1, 0.0, -0.1], [0.0, 0.0, -0.1], [0.1, 0.0, -0.1], [0.0, 0.2, -0.2], [0.0, 0.1, 0.0], [0.0, -0.6, -0.1], [0.2, 0.0, 0.1], [0.0, 0.0, 0.2], [0.0, -0.1, 0.1], [0.1, 0.0, 0.0], [-0.2, 0.0, 0.0], [0.0, 0.1, 0.0], [-0.2, 0.1, 0.0], [-0.2, 0.1, -0.1], [0.2, 0.3, 0.0], [-0.2, -0.2, 0.0], [-0.2, 0.1, -0.1], [0.1, 0.0, -0.1], [0.1, 0.1, 0.0], [0.1, 0.0, 0.0], [0.0, 0.0, 0.0], [0.0, 0.1, 0.0], [0.0, 0.1, 0.1], [0.0, 0.0, -0.1], [0.2, -0.1, -0.1], [-0.6, 0.2, 0.2], [-0.1, -0.1, -0.1], [0.0, -0.1, 0.1], [0.0, -0.1, 0.1], [0.0, 0.0, 0.0], [0.1, 0.0, 0.0], [0.1, 0.0, 0.0], [0.1, 0.1, 0.0], [-0.1, 0.0, -0.1], [0.0, 0.2, -0.1], [0.3, -0.1, -0.2], [0.0, 0.1, -0.1], [0.0, 0.0, 0.1], [0.0, 0.0, 0.1], [0.0, 0.0, 0.1], [-0.1, -0.1, 0.1], [0.0, -0.1, 0.0], [0.0, -0.1, -0.1], [0.0, 0.0, -0.1], [0.2, 0.2, 0.0], [-0.1, -0.7, 0.1], [0.0, 0.1, 0.1], [0.1, 0.0, 0.1], [0.0, 0.0, 0.1], [0.0, 0.0, 0.0], [-0.1, 0.0, 0.0], [-0.1, 0.1, -0.1], [-0.1, 0.1, 0.0], [0.0, -0.1, 0.1], [0.2, -0.1, -0.2], [0.0, 0.2, 0.4], [0.1, -0.1, 0.0], [0.1, 0.1, -0.1], [0.0, 0.0, -0.1], [0.0, 0.0, -0.1], [-0.1, 0.0, 0.0], [-0.1, 0.0, -0.1], [-0.1, 0.0, 0.0], [0.0, -0.1, 0.0], [0.0, -0.1, -0.2], [0.3, -0.3, 0.2], [0.1, 0.0, -0.1], [0.1, 0.1, 0.0], [0.0, 0.1, 0.0], [0.0, 0.1, 0.0], [-0.1, 0.0, 0.0], [-0.1, 0.0, 0.0], [-0.1, 0.0, 0.1], [0.0, 0.1, 0.0], [0.2, 0.1, 0.2], [-0.4, -0.1, -0.3], [0.0, 0.1, -0.1], [0.1, 0.0, -0.1], [0.1, -0.1, 0.0], [0.1, -0.1, 0.0], [0.0, 0.0, 0.1], [0.0, 0.0, 0.1], [0.0, 0.0, 0.1], [0.0, 0.0, 0.2], [-0.1, -0.2, 0.1], [-0.1, 0.4, 0.0], [0.0, 0.1, 0.1], [0.1, 0.1, -0.1], [0.1, -0.1, 0.0], [0.1, -0.1, -0.1], [0.0, -0.1, -0.1], [0.0, -0.1, 0.0], [-0.1, -0.1, -0.1]],
  "lowdin_charge": [0.03, -0.07, -0.40, 0.06, -0.09, -0.19, -0.13, -0.20, -0.20, -0.32, -0.36, 0.26, -0.23, -0.42, 0.90, -0.69, 0.04, -0.20, -0.24, -0.07, 0.66, -0.46, -0.39, -0.47, 0.02, 0.05, 0.02, 0.09, 0.08, 0.10, 0.13, 0.12, 0.11, 0.10, 0.08, 0.09, 0.10, 0.10, 0.07, 0.08, 0.11, 0.08, 0.04, 0.03, 0.07, 0.03, 0.08, 0.12, 0.11, 0.08, 0.03, 0.08, -0.26, 0.78, -0.64, -0.27, 0.05, 0.02, 0.04, 0.05, 0.01, 0.05, -0.28, 0.81, -0.55, -0.26, 0.03, 0.06, 0.04, 0.06, 0.05, 0.04, -0.27, 0.81, -0.56, -0.27, 0.05, 0.05, 0.05, 0.05, 0.05, 0.05, -0.27, 0.84, -0.56, -0.27, 0.04, 0.01, 0.06, 0.02, 0.06, 0.05, -0.24, 0.82, -0.56, -0.26, 0.05, 0.06, 0.05, 0.05, 0.03, 0.05, -0.27, 0.83, -0.56, -0.27, 0.05, 0.06, 0.05, 0.06, 0.05, 0.05, -0.27, 0.81, -0.57, -0.25, 0.05, 0.06, 0.05, 0.05, 0.05, 0.05, -0.27, 0.82, -0.59, -0.29, 0.05, 0.06, 0.05, 0.07, -0.01, 0.05, -0.28, 0.78, -0.56, -0.25, 0.04, 0.05, 0.05, 0.06, 0.06, 0.03, -0.27, 0.81, -0.55, -0.26, 0.05, 0.06, 0.05, 0.06, 0.05, 0.05, -0.26, 0.79, -0.55, -0.27, 0.04, 0.06, 0.05, 0.06, 0.05, 0.05, -0.27, 0.81, -0.57, -0.28, 0.05, 0.06, 0.03, 0.05, 0.05, 0.05],
  "energy_ev": -245907.2099,
  "max_force_ev_per_a": 8.243,
  "charge": -1,
  "e_lumo_ev": 1.45
}